{"formula": "C47H51GeN5OPtS", "method": "ωB97M-V with the def2-TZVPD basis set", "multiplicity": 4, "e_homo_ev": [-9.17, -10.17], "e_tot_ha": -4764.79074, "total_charge": 1, "homo_lumo_gap_ev": [7.57, 5.28], "symbols": ["Pt", "C", "C", "C", "C", "C", "C", "C", "N", "C", "N", "C", "C", "C", "C", "C", "C", "C", "N", "C", "C", "C", "C", "C", "C", "C", "H", "H", "H", "H", "H", "H", "H", "H", "H", "H", "H", "H", "H", "H", "H", "H", "H", "H", "H", "H", "H", "H", "C", "Ge", "C", "C", "C", "C", "C", "C", "C", "C", "C", "C", "C", "C", "C", "C", "C", "C", "H", "H", "H", "H", "H", "H", "H", "H", "H", "H", "H", "H", "H", "H", "H", "C", "C", "N", "C", "C", "N", "H", "H", "H", "H", "H", "H", "O", "S", "C", "C", "C", "C", "H", "H", "H", "H", "H", "H", "H", "H"], "coordinates": [[0.026, -0.238, -0.055], [7.166, -1.488, 0.769], [6.847, -0.269, 1.590], [7.825, 0.382, 2.331], [7.533, 1.506, 3.088], [6.238, 1.998, 3.114], [5.248, 1.376, 2.370], [5.548, 0.250, 1.607], [4.576, -0.368, 0.778], [3.210, -0.293, 0.926], [2.794, -0.363, 2.208], [1.510, -0.361, 2.772], [0.330, -0.343, 2.032], [-0.872, -0.500, 2.719], [-0.921, -0.581, 4.099], [0.260, -0.535, 4.822], [1.482, -0.442, 4.180], [2.757, -0.447, 4.985], [2.414, -0.245, -0.098], [3.033, -0.094, -1.369], [3.481, 1.157, -1.781], [4.106, 1.307, -3.007], [4.316, 0.196, -3.811], [3.899, -1.057, -3.386], [3.244, -1.224, -2.170], [2.757, -2.563, -1.688], [8.178, -1.831, 0.972], [7.097, -1.273, -0.302], [6.472, -2.300, 0.991], [8.837, -0.005, 2.311], [8.318, 2.006, 3.639], [6.001, 2.880, 3.693], [4.245, 1.784, 2.358], [4.883, -0.550, -0.166], [3.544, -0.449, 2.873], [-1.791, -0.600, 2.163], [-1.869, -0.688, 4.610], [0.233, -0.595, 5.903], [2.523, -0.435, 6.047], [3.377, 0.429, 4.777], [3.356, -1.342, 4.791], [3.338, 2.005, -1.123], [4.436, 2.286, -3.329], [4.809, 0.303, -4.768], [4.091, -1.930, -3.999], [2.881, -3.327, -2.454], [1.700, -2.489, -1.419], [3.292, -2.879, -0.789], [0.408, -1.346, -3.703], [-0.397, 0.061, -2.541], [0.524, 1.730, -3.092], [0.892, 1.886, -4.423], [1.526, 3.049, -4.840], [1.816, 4.050, -3.924], [1.458, 3.897, -2.592], [0.810, 2.741, -2.181], [-2.268, 0.085, -3.214], [-2.752, -1.115, -3.685], [-4.028, -1.226, -4.262], [-4.834, -0.127, -4.351], [-4.391, 1.129, -3.877], [-5.216, 2.274, -3.985], [-4.766, 3.499, -3.584], [-3.472, 3.626, -3.043], [-2.670, 2.530, -2.885], [-3.095, 1.246, -3.298], [-0.058, -1.289, -4.687], [0.291, -2.358, -3.319], [1.470, -1.131, -3.805], [0.683, 1.102, -5.142], [1.788, 3.172, -5.883], [2.326, 4.948, -4.249], [1.686, 4.676, -1.875], [0.522, 2.614, -1.140], [-2.140, -2.006, -3.614], [-4.364, -2.184, -4.641], [-5.817, -0.195, -4.801], [-6.205, 2.161, -4.412], [-5.397, 4.373, -3.683], [-3.113, 4.608, -2.756], [-1.694, 2.637, -2.438], [0.324, -3.754, 0.878], [-1.005, -3.336, 0.358], [-1.291, -2.161, -0.170], [-2.632, -2.159, -0.479], [-3.161, -3.365, -0.149], [-2.120, -4.097, 0.378], [0.916, -2.860, 1.065], [0.853, -4.380, 0.157], [0.215, -4.315, 1.805], [-3.107, -1.299, -0.916], [-4.155, -3.764, -0.241], [-2.185, -5.036, 0.732], [-2.211, 1.072, 0.138], [-2.812, 1.663, 1.384], [-4.041, 2.895, 0.833], [-5.252, 2.099, 0.384], [-5.507, 1.086, 1.496], [-4.152, 0.491, 1.880], [-3.591, 3.491, 0.046], [-4.251, 3.525, 1.701], [-5.023, 1.595, -0.558], [-6.119, 2.739, 0.220], [-6.188, 0.303, 1.164], [-5.962, 1.581, 2.355], [-3.930, -0.425, 1.333], [-4.057, 0.305, 2.949]], "atomic_forces_ev_per_a": [[0.3, -0.3, 0.8], [0.0, 0.1, 0.0], [0.0, -0.1, 0.0], [0.0, 0.0, 0.0], [0.0, 0.0, 0.0], [0.0, 0.0, 0.0], [0.0, 0.0, -0.1], [0.0, 0.1, 0.2], [0.1, 0.0, 0.0], [0.1, -0.1, -0.1], [0.1, 0.1, 0.1], [-0.1, 0.0, -0.2], [-0.3, -0.1, 0.0], [0.0, -0.1, 0.2], [-0.1, 0.0, 0.0], [0.0, 0.0, 0.0], [0.0, 0.0, 0.0], [-0.1, 0.0, 0.0], [-0.4, -0.1, 0.0], [0.3, -0.1, -0.2], [0.0, 0.0, 0.0], [0.0, 0.0, 0.1], [0.0, 0.0, -0.1], [0.1, 0.0, 0.0], [0.0, 0.1, 0.3], [0.1, 0.1, 0.0], [0.0, 0.0, 0.0], [0.0, -0.1, 0.0], [0.0, 0.0, 0.0], [0.0, 0.0, 0.0], [0.0, 0.0, 0.0], [0.0, 0.0, 0.0], [0.0, 0.0, 0.0], [-0.1, 0.1, 0.0], [0.0, 0.0, 0.0], [0.0, 0.0, -0.1], [0.0, 0.0, 0.0], [0.0, 0.0, 0.0], [0.0, 0.0, 0.0], [0.0, 0.0, 0.0], [0.0, 0.0, 0.0], [0.0, 0.0, 0.0], [0.0, 0.0, 0.0], [0.0, 0.0, 0.0], [-0.1, 0.0, 0.0], [0.0, 0.0, 0.0], [0.0, -0.1, 0.0], [0.0, 0.0, 0.0], [0.1, 0.0, 0.4], [-0.2, 0.4, -2.0], [-0.1, -0.2, 0.4], [0.0, -0.1, 0.0], [0.0, 0.0, 0.0], [0.0, 0.0, -0.1], [0.0, 0.0, 0.1], [0.0, 0.0, -0.1], [0.3, 0.0, 0.5], [0.1, 0.0, 0.1], [-0.2, 0.0, -0.1], [0.0, -0.1, 0.0], [0.2, 0.0, 0.1], [0.0, 0.1, 0.0], [-0.1, 0.0, 0.0], [0.1, 0.0, 0.1], [-0.1, 0.0, 0.1], [-0.2, 0.0, -0.2], [-0.1, 0.1, 0.1], [0.0, 0.0, 0.0], [-0.1, 0.0, 0.0], [0.0, 0.0, 0.0], [0.0, 0.0, 0.0], [0.0, 0.0, 0.0], [0.0, 0.0, 0.0], [0.0, 0.1, 0.0], [0.0, 0.0, 0.0], [0.0, 0.0, 0.0], [0.0, 0.0, 0.0], [0.0, 0.0, 0.0], [0.0, 0.0, 0.0], [0.0, 0.0, 0.0], [0.0, 0.1, 0.0], [-0.1, -0.1, -0.1], [0.1, 0.1, 0.0], [0.4, 0.3, 0.2], [-0.1, -0.2, 0.0], [0.0, 0.1, 0.0], [0.0, 0.1, 0.0], [0.0, 0.0, 0.0], [0.0, 0.0, 0.0], [0.0, 0.0, 0.0], [0.0, 0.1, 0.0], [0.0, 0.0, 0.0], [0.0, 0.0, 0.0], [0.1, -0.2, -0.5], [-0.5, 0.2, 0.3], [0.1, -0.2, 0.0], [-0.1, 0.0, 0.0], [0.0, 0.0, -0.2], [0.1, 0.2, 0.2], [0.2, 0.1, 0.0], [0.0, 0.0, 0.0], [0.0, 0.0, 0.0], [0.0, 0.0, 0.0], [0.0, 0.0, 0.1], [0.0, 0.0, 0.0], [0.1, 0.0, 0.0], [0.0, -0.1, 0.0]], "lowdin_spin": [1.41, 0.00, 0.00, 0.00, 0.00, 0.00, 0.00, 0.00, 0.01, 0.01, 0.01, 0.04, 0.28, 0.04, 0.01, -0.01, 0.01, 0.00, 0.16, 0.01, 0.01, 0.00, 0.01, 0.00, 0.01, 0.00, 0.00, 0.00, 0.00, 0.00, 0.00, 0.00, 0.00, 0.00, 0.00, 0.01, 0.00, 0.00, 0.00, 0.00, 0.00, 0.00, 0.00, 0.00, 0.00, 0.00, 0.00, 0.00, 0.07, 0.34, 0.08, 0.02, 0.00, 0.00, 0.00, 0.02, 0.05, 0.03, 0.00, 0.03, 0.00, 0.01, 0.00, 0.01, 0.00, 0.01, 0.01, 0.00, 0.00, 0.00, 0.00, 0.00, 0.00, 0.01, 0.00, 0.00, 0.00, 0.00, 0.00, 0.00, 0.00, 0.00, 0.01, 0.15, 0.01, 0.00, 0.00, 0.00, 0.00, 0.00, 0.00, 0.00, 0.00, 0.10, 0.01, 0.01, 0.00, 0.00, 0.00, 0.00, 0.00, 0.00, 0.00, 0.00, 0.00, 0.00, 0.00]}



{"formula": "C20H21N5O3Re", "method": "ωB97M-V with the def2-TZVPD basis set", "multiplicity": 4, "e_homo_ev": [-19.26, -19.24], "e_tot_ha": -1350.81756, "total_charge": 4, "homo_lumo_gap_ev": [5.56, 2.60], "symbols": ["N", "C", "C", "H", "H", "H", "N", "C", "C", "H", "H", "H", "N", "C", "C", "H", "H", "H", "Re", "C", "O", "C", "O", "C", "C", "C", "C", "C", "C", "H", "H", "H", "H", "H", "H", "N", "C", "O", "C", "C", "C", "N", "C", "C", "H", "H", "H", "H", "H", "H"], "coordinates": [[-1.501, -0.624, 0.850], [-1.999, -0.740, 1.890], [-2.561, -0.971, 3.189], [-1.978, -1.753, 3.699], [-3.607, -1.293, 3.090], [-2.521, -0.040, 3.777], [-1.692, 0.792, -2.152], [-2.356, 1.252, -3.005], [-2.870, 2.323, -3.822], [-3.958, 2.199, -3.885], [-2.444, 2.231, -4.830], [-2.627, 3.310, -3.393], [0.879, -1.130, -1.309], [1.901, -1.565, -1.632], [3.153, -2.183, -1.967], [3.838, -1.425, -2.378], [2.991, -2.972, -2.716], [3.592, -2.621, -1.057], [-0.476, 0.642, -0.761], [0.775, 1.678, -1.806], [1.540, 2.252, -2.488], [-1.354, 2.132, 0.100], [-1.945, 2.998, 0.627], [-3.109, -2.137, -0.930], [-2.036, -2.968, -0.604], [-1.019, -3.183, -1.527], [-1.070, -2.567, -2.778], [-2.120, -1.713, -3.086], [-3.141, -1.501, -2.162], [-3.930, -1.986, -0.218], [-2.001, -3.468, 0.373], [-0.186, -3.851, -1.273], [-0.285, -2.754, -3.521], [-2.159, -1.238, -4.072], [-3.992, -0.859, -2.418], [3.617, 2.609, 4.989], [4.062, 2.100, 3.796], [5.253, 2.053, 3.520], [3.008, 1.577, 2.866], [1.647, 1.508, 3.182], [0.726, 1.105, 2.215], [1.099, 0.752, 0.961], [2.425, 0.720, 0.680], [3.388, 1.111, 1.603], [4.312, 3.031, 5.589], [2.650, 2.801, 5.193], [1.262, 1.787, 4.161], [-0.341, 1.095, 2.452], [2.728, 0.400, -0.318], [4.432, 1.083, 1.303]], "atomic_forces_ev_per_a": [[0.0, 1.1, 0.0], [0.6, -0.2, -0.9], [-0.2, 0.0, 0.5], [-0.1, 0.2, -0.1], [0.2, 0.1, 0.1], [-0.1, -0.3, -0.1], [-3.1, 0.5, -3.6], [1.4, 1.7, 1.2], [-0.8, -0.7, -0.7], [0.0, 0.2, -0.2], [-0.1, 0.1, 0.0], [0.1, -0.4, 0.2], [0.0, 1.2, -0.1], [-0.7, -0.1, 0.4], [0.4, -0.1, -0.1], [-0.1, -0.2, 0.1], [0.1, 0.1, 0.1], [-0.1, 0.1, -0.2], [4.3, -4.8, 5.9], [4.9, 4.3, -4.5], [-3.8, -2.9, 3.5], [-3.7, 6.0, 3.1], [3.0, -4.3, -2.5], [-0.7, 0.2, 0.2], [-1.9, 0.1, 1.5], [1.6, -0.6, -1.8], [0.3, -0.1, -0.6], [1.8, -1.1, -1.6], [-2.0, -0.3, 1.8], [0.4, -0.1, -0.4], [-0.1, 0.1, -0.5], [-0.4, 0.2, -0.1], [-0.4, 0.0, 0.4], [0.0, -0.3, 0.3], [0.2, -0.3, 0.1], [-0.1, -0.4, -1.0], [1.6, 0.8, 1.8], [-1.6, -0.3, -0.5], [-0.5, -0.4, -0.5], [-0.5, -0.1, -0.4], [0.4, 0.4, 0.4], [-1.0, 0.1, -1.0], [0.4, 0.4, 0.4], [-0.2, -0.1, -0.6], [0.0, 0.0, 0.0], [0.2, 0.1, 0.1], [0.1, -0.1, -0.3], [0.5, 0.1, -0.1], [-0.1, 0.2, 0.4], [0.0, 0.1, 0.3]], "lowdin_spin": [0.01, 0.02, 0.00, 0.00, 0.00, 0.00, 0.05, 0.26, 0.05, 0.01, 0.01, 0.01, 0.01, 0.02, 0.00, 0.00, 0.00, 0.00, 1.39, 0.02, 0.06, 0.02, 0.06, 0.00, 0.25, 0.25, 0.00, 0.22, 0.21, 0.00, 0.01, 0.01, 0.00, 0.01, 0.01, 0.00, 0.00, 0.01, 0.02, 0.00, 0.01, 0.00, 0.01, 0.00, 0.00, 0.00, 0.00, 0.00, 0.00, 0.00]}